Entry w
A 3-piece molecular cluster, C3H11O3S2 overall, computed with ωB97M-V/def2-TZVPD.

Summary:
orbital gap: 6.276 eV
LUMO level: 3.38 eV
highest occupied orbital energy: -2.8916 eV
total charge: -1

Geometry as XYZ:
```
19
Properties=species:S:1:pos:R:3:nbo_charge:R:1
C 0.029 -0.499 1.871 -0.43
C 1.503 -0.340 1.190 -0.08
O 2.254 -1.450 1.432 -0.74
C -0.886 -1.549 1.063 -0.55
S -1.900 -0.633 -0.141 0.00
S -0.694 0.332 -1.409 -0.79
H -0.422 0.432 2.019 0.21
H 0.169 -0.912 2.960 0.18
H 1.441 -0.094 0.092 0.21
H 2.176 0.418 1.589 0.16
H -1.565 -2.089 1.688 0.21
H -0.354 -2.285 0.450 0.19
H -0.239 1.508 -3.935 0.48
H 0.098 0.160 -4.281 0.48
H 2.126 -2.132 0.708 0.46
O 0.096 1.041 -4.745 -0.96
H -1.694 2.783 -0.865 0.48
H -0.784 2.251 0.274 0.49
O -1.353 3.058 0.038 -0.99
```

Entry x
A 3-piece molecular cluster, C3H11O3S2 overall, computed with ωB97M-V/def2-TZVPD.

Summary:
orbital gap: 6.714 eV
LUMO level: 3.49 eV
highest occupied orbital energy: -3.2199 eV
total charge: -1

Geometry as XYZ:
```
19
Properties=species:S:1:pos:R:3:nbo_charge:R:1
C -0.651 1.391 0.672 -0.43
C 0.321 0.468 1.369 -0.09
O -0.408 -0.400 2.223 -0.76
C -1.533 0.745 -0.465 -0.57
S -0.748 0.829 -2.069 0.00
S 0.466 -0.881 -2.094 -0.73
H -0.215 2.253 0.161 0.20
H -1.305 1.803 1.464 0.18
H 0.967 0.052 0.576 0.21
H 0.989 1.016 2.042 0.16
H -2.560 1.117 -0.464 0.21
H -1.490 -0.340 -0.288 0.23
H -1.043 -3.414 0.015 0.45
H -0.314 -2.343 -0.543 0.50
H -0.510 -1.277 1.836 0.50
O -0.435 -2.741 0.369 -1.00
H 2.299 -0.013 -1.581 0.48
H 3.031 1.259 -1.894 0.45
O 3.137 0.475 -1.330 -1.00
```

Energies, relative to the best one, in kJ/mol: entry w 87.5; entry x 0.0.